[1]
C27H58O3P2SSiTi as an isolated structure in a non-equilibrium geometry, computed with the ωB97M-V functional and the def2-TZVPD basis.

Last column: Mulliken charge in e.
Atoms and positions in Å:
P -0.972278 2.542942 0.629661  1.21
P -0.870225 0.500903 -1.835960  1.14
C -1.556603 3.109262 -1.010929  0.51
C -1.937756 1.979532 -1.968125  -0.62
H -0.786205 3.762931 -1.449249  0.52
H -2.425806 3.746965 -0.829835  -0.88
H -2.979933 1.659512 -1.810663  0.44
H -1.879188 2.335193 -2.999081  -0.34
C 0.436015 0.806350 -3.073805  -1.35
H 0.987289 -0.123886 -3.265843  0.45
H 1.149233 1.562991 -2.718758  0.43
H -0.034491 1.160128 -4.002203  0.46
C -1.826229 -0.908725 -2.395903  -1.25
H -2.205374 -0.720772 -3.411558  0.42
H -2.668993 -1.073267 -1.710956  0.41
H -1.195359 -1.808648 -2.389247  0.42
C -0.056579 3.889401 1.399704  -1.28
H 0.254725 3.599008 2.416459  0.41
H -0.680458 4.787181 1.448168  0.41
H 0.858530 4.099314 0.822159  0.42
C -2.488660 2.267155 1.579686  -1.41
H -3.075032 1.447224 1.136240  0.46
H -3.085002 3.192093 1.578844  0.40
H -2.243556 1.991355 2.615775  0.52
Ti 0.456758 0.630929 0.191795  -0.42
C -3.634467 3.806137 -3.956853  -0.13
C -2.388377 4.144633 -4.343281  -0.41
C -1.948402 5.564266 -4.547208  -0.95
C -2.427685 6.570354 -3.458887  -0.86
C -2.502040 6.029906 -2.059981  -0.22
C -3.590751 5.481016 -1.505914  -0.53
C -4.889759 5.272904 -2.233249  -0.90
C -4.750276 4.776318 -3.701988  -1.01
C 0.115267 0.195169 2.203849  -0.58
H -3.932162 2.753019 -3.890254  0.58
H -1.680097 3.384522 -4.684057  0.57
H -2.309128 5.918929 -5.529783  0.30
H -0.849206 5.596771 -4.594202  0.38
H -1.697410 7.397115 -3.449370  0.45
H -3.395191 7.002187 -3.765781  0.35
H -1.589957 6.191354 -1.464593  0.46
H -3.632366 5.287267 -0.425449  0.79
H -5.460978 6.218294 -2.234954  0.31
H -5.502913 4.547254 -1.675693  0.35
H -5.689998 4.251713 -3.947648  0.45
H -4.688234 5.646583 -4.374908  0.39
H 0.039220 -0.893272 2.387074  -0.29
H -0.728143 0.723220 2.664259  0.32
H 1.053755 0.543042 2.675622  0.31
C 4.011335 -0.762051 3.947481  -1.70
C 4.099404 -1.268646 2.509043  1.76
C 4.704330 -0.203021 1.595813  -1.51
C 4.908391 -2.556895 2.450525  -1.56
O 2.727679 -1.484989 2.077597  0.46
Si 1.798353 -2.640846 1.350741  -0.98
S 0.901801 -1.657964 -0.296727  0.14
O 2.752897 -3.939753 1.042946  0.49
C 3.053931 -5.130412 0.221866  1.72
C 3.020928 -4.714775 -1.240487  -1.57
C 4.441480 -5.611034 0.632508  -1.66
C 2.039805 -6.221559 0.525924  -1.49
O 0.662049 -3.098777 2.441977  -0.39
C -0.670012 -3.679509 2.663133  1.66
C -1.691417 -2.996246 1.761047  -1.45
C -0.634307 -5.182544 2.405511  -1.57
C -0.986039 -3.427397 4.137123  -1.64
H 5.014123 -0.548418 4.335127  0.46
H 3.549702 -1.525685 4.590223  0.37
H 3.412990 0.150738 4.000433  0.32
H 5.739212 -0.006792 1.902197  0.43
H 4.712233 -0.540907 0.554796  0.33
H 4.137977 0.731989 1.664996  0.26
H 4.438842 -3.347671 3.051479  0.33
H 5.036633 -2.898573 1.417662  0.18
H 5.912289 -2.366158 2.866989  0.56
H 3.810835 -3.978366 -1.440039  0.33
H 3.202303 -5.591452 -1.872700  0.44
H 2.046294 -4.278645 -1.498692  0.28
H 4.488070 -5.838718 1.705763  0.37
H 4.690634 -6.531136 0.085278  0.46
H 5.212787 -4.868012 0.394559  0.39
H 1.979944 -6.418370 1.606541  0.27
H 1.048228 -5.953501 0.143366  0.25
H 2.345327 -7.153631 0.027733  0.53
H -1.407558 -3.075840 0.705251  0.28
H -2.671014 -3.487183 1.894588  0.50
H -1.804216 -1.941582 2.029642  0.22
H 0.172723 -5.661270 2.979077  0.31
H -1.590522 -5.630531 2.721080  0.51
H -0.505293 -5.402517 1.339170  0.25
H -0.245724 -3.921801 4.779025  0.38
H -0.983907 -2.355212 4.363248  0.31
H -1.979045 -3.828105 4.394060  0.41

Atoms 1-3, force components in eV/Å:
-1.0 0.5 -0.5
-0.6 0.4 -0.7
0.3 0.2 0.1

Results
LUMO (alpha / beta): -8.0 / -8.0 eV
charge: +2
HOMO-LUMO gap (alpha / beta): 5.75 / 5.75 eV
highest occupied orbital energy (alpha / beta): -0.504 / -0.504 Eh
total energy: -95476.3368 eV

---

[2]
C27H58O3P2SSiV as an isolated structure in a non-equilibrium geometry, computed with the ωB97M-V functional and the def2-TZVPD basis.

Last column: Mulliken charge in e.
Atoms and positions in Å:
P -0.418562 2.462717 -0.889000  1.60
P 0.341015 -0.379909 -1.923009  1.34
C 0.334776 2.343707 -2.575905  -0.53
C 0.144687 0.962382 -3.191012  -0.62
H 1.396660 2.604111 -2.459691  0.33
H -0.126207 3.126879 -3.191927  -0.04
H -0.860387 0.842028 -3.620641  0.35
H 0.875217 0.788085 -3.992892  0.07
C 2.140907 -0.677513 -1.988054  -1.50
H 2.384318 -1.559528 -1.385665  0.45
H 2.686572 0.179036 -1.577184  0.39
H 2.446747 -0.839401 -3.029855  0.43
C -0.413824 -1.875435 -2.612772  -1.38
H -0.059793 -2.060356 -3.637035  0.40
H -1.505167 -1.765625 -2.616934  0.35
H -0.150911 -2.729646 -1.976645  0.37
C 0.289785 3.934801 -0.101443  -1.32
H -0.277688 4.162534 0.811889  0.39
H 0.237336 4.786567 -0.793072  0.39
H 1.331637 3.733627 0.178058  0.33
C -2.134444 2.943072 -1.287712  -1.48
H -2.662745 2.107155 -1.760184  0.34
H -2.121810 3.801525 -1.972082  0.42
H -2.660336 3.217295 -0.366087  0.40
V -0.106302 0.468333 0.193689  -0.39
C 0.912947 1.689608 -6.991618  -0.14
C 2.132406 1.683832 -6.436050  -0.48
C 3.136674 2.797069 -6.460920  -0.57
C 2.570940 4.226235 -6.642775  -0.94
C 1.532573 4.648846 -5.642789  -0.20
C 0.205721 4.452847 -5.706826  -0.52
C -0.554109 3.808977 -6.826478  -0.56
C 0.239884 2.821966 -7.715868  -0.96
C -1.116085 1.470519 1.846935  -1.27
H 0.341487 0.748371 -7.003122  0.35
H 2.513175 0.743456 -6.014146  0.46
H 3.856441 2.623593 -7.282519  0.32
H 3.733328 2.762129 -5.534403  0.31
H 3.423415 4.916557 -6.535913  0.41
H 2.224227 4.338537 -7.674468  0.34
H 1.928968 5.250732 -4.811431  0.34
H -0.427342 4.903986 -4.931565  0.53
H -0.960913 4.593136 -7.492024  0.32
H -1.434592 3.290283 -6.411520  0.30
H -0.485641 2.375168 -8.414455  0.41
H 0.938843 3.391550 -8.335981  0.34
H -1.758449 0.738771 2.370896  0.15
H -1.658741 2.412970 1.671868  0.57
H -0.238463 1.669151 2.490935  0.06
C 0.346697 0.781564 5.583372  -1.48
C 1.178845 -0.415674 5.132011  1.94
C 2.320812 0.087309 4.253636  -1.41
C 1.705250 -1.122200 6.383062  -1.87
O 0.345458 -1.371944 4.417131  0.25
Si -0.191103 -1.940449 2.959513  -0.15
S 0.902902 -1.337910 1.303583  -0.71
O -0.072818 -3.598590 2.941682  -0.42
C 0.273818 -4.583799 3.959964  1.85
C 1.786886 -4.724524 4.115236  -1.56
C -0.313893 -4.169821 5.300193  -1.26
C -0.319945 -5.912094 3.489124  -1.79
O -1.776085 -1.472008 2.925565  0.16
C -3.042639 -1.972767 2.383058  1.79
C -3.089139 -1.784716 0.869179  -1.38
C -3.208541 -3.451228 2.712565  -1.57
C -4.138524 -1.149566 3.058905  -1.85
H 0.992232 1.456771 6.170048  0.44
H -0.483466 0.462825 6.222477  0.35
H -0.058654 1.344094 4.735542  0.17
H 2.993643 0.722774 4.855038  0.44
H 2.919706 -0.735264 3.848592  0.32
H 1.941629 0.698842 3.424803  0.11
H 0.872076 -1.413099 7.034486  0.40
H 2.285034 -2.019195 6.133377  0.30
H 2.360708 -0.446774 6.953878  0.45
H 2.238403 -3.817782 4.532154  0.14
H 1.985747 -5.549382 4.814827  0.47
H 2.279286 -4.964363 3.164435  0.32
H -1.390784 -3.997571 5.219149  0.12
H -0.152575 -4.960314 6.047716  0.50
H 0.170920 -3.255379 5.663431  0.16
H -1.412304 -5.865221 3.448362  0.35
H 0.051258 -6.181333 2.494368  0.35
H -0.033426 -6.707817 4.190165  0.43
H -2.316717 -2.385052 0.371208  0.28
H -4.069129 -2.127916 0.496982  0.49
H -2.970541 -0.728874 0.585881  0.14
H -3.125271 -3.630616 3.790712  0.27
H -4.208634 -3.793304 2.402225  0.52
H -2.470645 -4.057178 2.174289  0.23
H -4.123776 -1.294968 4.144707  0.38
H -4.027524 -0.078493 2.852481  0.36
H -5.123345 -1.471722 2.690289  0.37

Atoms 1-3, force components in eV/Å:
0.0 0.0 -0.6
0.1 0.2 -0.9
-0.1 0.9 0.2

Results
LUMO (alpha / beta): 0.3 / 0.3 eV
HOMO-LUMO gap (alpha / beta): 7.00 / 8.00 eV
2S+1: 4
highest occupied orbital energy (alpha / beta): -0.245 / -0.284 Eh
total energy: -98063.9952 eV

---

> The lowest total energy belongs to which entry?

C27H58O3P2SSiV

---

> The highest total energy belongs to which entry?

C27H58O3P2SSiTi

---

> Which of these has the lowest total energy?

C27H58O3P2SSiV

---

> The highest total energy belongs to which entry?

C27H58O3P2SSiTi